Entry 1:
An isolated molecule of C5H11NO in a non-equilibrium geometry, computed with ωB97M-V/def2-TZVPD.

```
18
Properties=species:S:1:pos:R:3:forces:R:3:lowdin_charge:R:1
C -1.20649 2.53112 -0.77686 0.0 0.3 -0.5 0.01
C -1.24306 1.21435 -0.70626 -0.2 -0.4 0.3 -0.19
C -1.64677 0.48006 0.52610 1.1 -0.1 1.5 -0.21
C -0.43390 -0.17494 1.21536 0.1 -0.3 -0.7 -0.23
N 0.23132 -1.13511 0.32888 0.4 -0.4 0.4 -0.07
C 1.67284 -0.97417 0.19150 -0.8 0.6 0.5 -0.33
O 2.18328 -1.67802 -0.89484 -0.1 -0.2 -0.4 -0.04
H -1.05108 3.00245 -1.73776 0.4 0.2 0.1 0.05
H -1.36590 3.17574 0.08003 -0.3 -0.1 0.0 0.06
H -0.90760 0.60853 -1.54194 -0.3 0.1 -0.2 0.10
H -2.06104 1.15779 1.27524 -0.2 0.1 -0.2 0.11
H -2.34433 -0.31808 0.41570 -0.9 -0.4 -0.8 0.10
H 0.21051 0.67496 1.45757 0.4 -0.3 0.3 0.11
H -0.71976 -0.75500 2.09354 -0.1 0.6 0.4 0.11
H -0.21457 -1.20169 -0.55910 -0.1 0.2 -0.7 0.08
H 2.13102 -1.28912 1.12559 0.2 -0.2 0.3 0.12
H 1.89069 0.09339 0.07429 0.4 0.0 -0.4 0.12
H 1.80272 -2.56750 -0.89349 0.1 0.2 0.2 0.09
```
Positions in Å, forces in eV/Å.

Summary:
- Energy: -327.05218 hartree
- Multiplicity: 1
- SMILES: C=CCCNCO

Entry 2:
A cluster of 7 separate species, C11H36N4O7 in total in a non-equilibrium geometry, computed with ωB97M-V/def2-TZVPD.

```
58
Properties=species:S:1:pos:R:3:forces:R:3:lowdin_charge:R:1
N -0.19762 -0.25985 -2.64504 -1.5 -2.4 -1.6 0.14
C -0.18080 1.05305 -2.54981 0.7 4.5 -5.6 -0.61
N 0.46081 1.42523 -1.45278 0.7 1.7 2.8 0.16
O -0.44100 1.92025 -3.58593 0.5 -3.9 4.8 -0.15
H -0.69430 -0.67484 -3.44907 0.6 0.4 0.9 0.13
H 0.28876 -0.86328 -1.93956 -0.9 0.5 -1.2 0.05
H 0.79320 2.39693 -1.27492 -0.6 -1.1 -0.9 0.07
H 0.44047 0.81050 -0.62937 -0.1 0.6 -0.9 0.05
N 1.59146 -3.86916 -1.02645 0.6 -3.4 0.1 0.14
C 0.69140 -3.03645 -0.51400 -5.0 -4.0 5.9 -0.57
N 0.88966 -1.76574 -0.70159 -1.0 2.6 0.8 0.11
O -0.29102 -3.54935 0.35289 4.6 2.5 -4.6 -0.15
H 1.55578 -4.87079 -0.68032 -0.1 2.1 -0.8 0.15
H 2.39800 -3.58653 -1.55879 -0.2 0.1 0.0 0.10
H 0.30102 -1.09592 -0.10329 0.6 -1.6 -0.9 0.09
H 1.87422 -1.49072 -0.77895 -0.5 -0.1 0.0 0.03
C 1.43506 1.06903 1.60582 2.0 0.5 0.6 -0.08
C 0.46680 -0.03667 1.97045 -1.1 2.7 1.1 -0.27
O -0.42891 -0.10475 0.89437 0.5 -2.2 -0.2 -0.15
H 0.93862 2.03610 1.27790 0.4 -1.3 0.5 0.08
H 2.08991 0.69873 0.78992 -0.4 0.4 0.2 0.06
H 2.15135 1.29271 2.45470 -0.8 -0.1 -0.8 0.10
H -0.13319 0.30680 2.84160 0.4 -0.4 -0.1 0.12
H 0.88194 -0.98018 2.24004 0.4 -0.8 -0.3 0.10
H -1.07726 0.55935 1.02887 -1.2 1.3 -0.4 0.01
C -2.97420 -1.39042 -0.47716 0.5 -1.2 -0.8 -0.07
C -4.02414 -1.42974 -1.57258 -0.9 0.4 1.0 -0.30
O -4.83284 -2.59115 -1.41754 0.1 -0.6 -0.3 -0.08
H -3.44682 -1.21098 0.44065 -0.6 0.3 1.4 0.04
H -2.20790 -0.66857 -0.64904 0.2 1.0 -0.3 0.04
H -2.35404 -2.30289 -0.34553 -0.8 0.1 -0.4 0.08
H -3.56446 -1.36656 -2.52526 0.5 -0.2 -1.2 0.09
H -4.74793 -0.58574 -1.51204 0.8 0.0 0.1 0.11
H -5.21545 -2.84215 -2.26921 0.1 0.2 0.3 0.08
C -3.31174 0.93270 2.26945 0.7 -0.3 2.7 -0.07
C -2.44473 2.21040 2.12528 -2.0 0.3 3.2 -0.35
O -1.82249 2.20099 0.93023 1.0 0.8 -3.0 -0.09
H -3.84948 0.84916 3.26578 1.0 0.3 -0.7 0.10
H -2.68653 0.00414 2.16346 -0.6 0.9 0.1 0.08
H -4.13621 0.86027 1.62293 -0.8 0.2 -1.5 0.05
H -1.66791 2.25203 2.89901 0.2 -0.6 -0.1 0.11
H -2.96201 3.18257 2.41372 -0.1 -1.0 -0.9 0.13
H -2.41977 2.38631 0.17781 0.4 -0.2 0.6 0.14
C 3.79720 -2.32730 1.14377 0.8 -0.3 0.3 -0.07
C 4.32519 -1.38864 0.10025 1.1 0.9 0.8 -0.28
O 3.22738 -0.87499 -0.65205 0.8 -0.5 0.1 -0.09
H 4.57509 -2.54207 1.91920 -0.5 -0.1 -0.8 0.10
H 3.42786 -3.22981 0.64464 0.1 0.0 0.5 0.07
H 3.00123 -1.83604 1.66239 -0.7 0.1 0.3 0.05
H 5.18632 -1.85524 -0.41187 -0.8 0.1 -0.7 0.13
H 4.73018 -0.47963 0.53427 0.4 -0.1 0.6 0.11
H 3.45123 -0.68939 -1.54651 0.6 0.5 -1.2 0.11
C 1.12341 4.57097 -0.23446 -0.6 2.3 0.4 -0.16
O 1.55530 3.96934 -1.42709 0.5 -1.2 1.6 -0.11
H 0.86003 5.68613 -0.29302 0.7 -1.3 -0.4 0.11
H 1.91057 4.48414 0.51780 -0.1 -0.1 0.0 0.08
H 0.18370 4.15555 0.13320 0.1 -0.5 0.0 0.06
H 1.50958 4.48215 -2.19720 -0.4 1.3 -1.4 0.07
```
Positions in Å, forces in eV/Å.

Summary:
- Energy: -1186.29929 hartree
- Multiplicity: 1
- SMILES: NC(N)=O.NC(N)=O.CCO.CCO.CCO.CCO.CO

Lowest unoccupied orbital energy readings, ordered: 1.09; 0.25 eV
Energy relative to the best compared isomer or geometry (same formula, charge and spin) readings, ordered: 207.8; 503.2 kJ/mol